Entry 1:
7 unconnected molecules or ions with the total composition C42H44N10O7P at a distorted geometry. Source: OMol25; level of theory: ωB97M-V with the def2-TZVPD basis set.

```
104
Properties=species:S:1:pos:R:3:forces:R:3:lowdin_charge:R:1
C 5.384211 0.499558 -2.664303 -0.42 0.15 0.20 0.008
C 4.307756 0.069274 -1.669432 0.19 0.44 -0.07 -0.512
O 3.546847 0.898304 -1.267028 -0.55 0.44 0.30 0.097
O 4.242413 -1.214220 -1.219908 0.42 -0.06 -1.20 -0.050
C 2.981274 -1.849636 -1.510381 -0.88 -0.37 0.75 -0.154
C 1.886805 -1.613101 -0.434314 0.01 -0.86 -0.03 -0.151
C 0.466740 -1.454583 -1.061537 0.86 -0.48 0.56 -0.158
C -0.466325 -0.483126 -0.311348 0.07 -1.00 -0.35 -0.141
C -0.600160 0.941117 -0.892895 -1.17 0.98 0.34 -0.324
C -1.980234 1.398067 -0.492064 0.17 -0.24 0.14 -0.207
N -3.005830 1.714701 -0.078060 0.64 0.06 -0.24 0.216
C -0.567308 1.035654 -2.443004 -0.16 1.38 -0.47 -0.303
C -1.168709 2.384452 -2.794089 0.14 -0.56 0.34 -0.180
N -1.598027 3.425399 -3.027645 0.20 -0.09 -0.03 0.198
N 0.797720 0.990943 -3.023496 -0.48 0.84 0.65 0.203
C 0.860800 1.463909 -4.140568 0.03 -1.98 -0.85 -0.284
O 0.909034 1.635521 -5.293014 0.30 0.65 0.55 0.174
C -1.501779 -0.023309 -3.146582 -0.61 -1.99 -1.33 -0.714
O -0.988169 -0.897385 -3.852321 1.82 0.15 -0.07 -0.002
O -2.706181 0.091147 -2.991564 -1.33 1.45 1.44 0.019
P 0.548695 2.160836 -0.026143 1.57 -0.25 2.08 0.597
N 1.415184 1.460440 1.056221 -0.28 0.13 -0.51 -0.149
O -0.392904 3.263922 0.750605 0.64 -0.24 -1.57 -0.165
O 1.422029 3.002565 -1.100820 -1.30 -0.09 -0.26 -0.154
H 5.111971 1.505010 -2.995785 -0.13 -0.17 0.10 0.079
H 5.435633 -0.132115 -3.553339 0.30 -0.24 0.34 0.083
H 6.327771 0.589348 -2.129881 0.10 -0.40 -0.29 0.060
H 3.197346 -2.923392 -1.532183 0.21 0.20 -0.06 0.115
H 2.598007 -1.601366 -2.509547 0.32 0.37 0.14 0.125
H 1.872839 -2.548214 0.163798 -0.06 0.58 -0.08 0.083
H 2.149361 -0.816448 0.262497 -0.02 0.20 -0.42 0.083
H 0.009527 -2.448532 -0.976506 -0.11 0.21 -0.22 0.103
H 0.576170 -1.274228 -2.132981 -0.40 0.22 0.18 0.077
H -0.178591 -0.490489 0.743816 0.03 0.50 -0.16 0.110
H -1.472953 -0.918416 -0.329542 0.09 0.22 -0.23 0.122
H 2.394816 1.633090 0.854273 0.05 -0.33 0.16 -0.021
H -0.473375 3.992327 0.115645 -0.64 0.17 0.20 0.069
H 1.942335 3.674920 -0.649244 0.15 -0.03 0.10 0.086
N 7.088159 -1.609006 -1.285626 0.53 -0.24 0.18 0.064
C 8.110545 -1.411953 -0.454495 -0.13 0.07 -0.08 -0.139
C 9.039897 -2.388063 -0.127675 -0.01 -0.01 0.01 -0.078
C 8.896991 -3.643004 -0.694737 0.06 -0.08 0.02 -0.089
C 7.839652 -3.869252 -1.560255 0.03 0.03 0.03 -0.071
C 6.969403 -2.821641 -1.820967 -0.18 0.12 -0.07 -0.136
H 8.180306 -0.414450 -0.032120 0.07 -0.02 0.04 0.106
H 9.852110 -2.169686 0.552583 -0.02 0.02 0.01 0.098
H 9.600043 -4.434328 -0.465356 0.00 0.01 0.00 0.102
H 7.691970 -4.835496 -2.023332 -0.02 0.01 -0.02 0.099
H 6.127714 -2.950119 -2.493474 -0.02 -0.05 0.03 0.108
N -6.087363 -1.327136 2.887345 0.06 0.04 -0.10 0.039
C -5.377214 -0.276257 2.470661 -0.09 -0.12 0.10 -0.150
C -5.348260 0.169142 1.158497 -0.12 0.09 0.09 -0.067
C -6.097286 -0.519300 0.219800 -0.06 -0.02 -0.10 -0.063
C -6.841808 -1.615631 0.628974 0.04 0.05 0.04 -0.081
C -6.803363 -1.974012 1.967137 -0.01 -0.05 0.14 -0.174
H -4.802914 0.229163 3.239986 0.03 0.10 -0.08 0.086
H -4.755136 1.028576 0.879389 -0.06 -0.13 0.04 0.046
H -6.099666 -0.205757 -0.816751 0.06 0.00 0.01 0.112
H -7.439283 -2.180188 -0.074476 0.00 -0.02 0.02 0.096
H -7.372598 -2.822736 2.332885 -0.02 -0.01 -0.06 0.094
N -4.198579 0.530468 6.378428 0.32 -0.25 0.15 0.056
C -3.194884 0.782371 7.220288 -0.13 0.08 -0.07 -0.156
C -2.194079 -0.127026 7.521382 -0.01 -0.01 0.01 -0.076
C -2.237146 -1.372793 6.916484 0.05 -0.07 0.01 -0.082
C -3.270620 -1.656313 6.039883 0.06 0.04 0.07 -0.060
C -4.220850 -0.674490 5.805053 -0.29 0.14 -0.11 -0.142
H -3.202948 1.770120 7.671762 0.08 -0.01 0.03 0.100
H -1.402325 0.134062 8.210454 -0.01 0.03 -0.01 0.099
H -1.473937 -2.112285 7.125193 0.00 0.01 -0.01 0.103
H -3.340136 -2.616056 5.546782 -0.03 0.03 -0.04 0.104
H -5.046932 -0.849932 5.123868 0.03 -0.16 0.01 0.076
N 1.007913 -5.022703 0.590943 -0.07 -0.26 0.04 0.065
C -0.293796 -5.266200 0.741773 0.05 0.24 -0.04 -0.141
C -0.816741 -6.518736 1.025560 0.04 -0.03 0.01 -0.072
C 0.061215 -7.581049 1.156210 -0.04 -0.09 0.02 -0.089
C 1.418103 -7.350656 1.000719 -0.02 0.01 0.00 -0.081
C 1.835753 -6.058626 0.721638 0.06 0.18 -0.04 -0.153
H -0.943412 -4.405177 0.626888 -0.05 -0.04 0.01 0.106
H -1.883290 -6.655967 1.139828 0.00 0.04 -0.02 0.101
H -0.306737 -8.575692 1.376139 0.00 0.01 0.00 0.102
H 2.136903 -8.153608 1.093982 0.02 0.02 0.00 0.097
H 2.888772 -5.829688 0.594874 0.02 -0.06 0.01 0.103
N 3.542471 5.081376 -8.034695 -0.13 -0.05 0.00 0.041
C 2.671084 5.707668 -8.824783 0.15 0.03 0.02 -0.176
C 1.342998 5.334006 -8.956826 0.00 -0.02 0.02 -0.085
C 0.892327 4.243765 -8.229457 -0.05 0.02 -0.04 -0.072
C 1.779725 3.575227 -7.402508 -0.02 -0.14 -0.04 -0.060
C 3.086872 4.035553 -7.342090 0.11 0.12 -0.06 -0.151
H 3.068839 6.552913 -9.377037 -0.06 0.02 -0.03 0.095
H 0.679849 5.882749 -9.612441 0.02 0.02 0.00 0.095
H -0.137979 3.919020 -8.305038 0.01 -0.01 0.02 0.108
H 1.466014 2.717876 -6.816819 0.16 0.37 -0.27 0.064
H 3.817674 3.547405 -6.706092 -0.05 -0.05 0.02 0.101
N -6.540130 5.554419 5.688591 0.09 -0.09 -0.03 0.040
C -5.759521 5.795984 4.635103 -0.12 0.07 0.07 -0.168
C -4.744511 4.949449 4.215915 -0.01 0.01 0.03 -0.073
C -4.523008 3.785597 4.933708 0.10 -0.08 -0.05 -0.076
C -5.320204 3.514519 6.032617 -0.07 0.19 0.12 -0.079
C -6.310570 4.427025 6.363744 -0.06 0.17 -0.05 -0.162
H -5.967222 6.719708 4.105463 0.05 -0.02 -0.05 0.097
H -4.144210 5.195646 3.350474 -0.02 0.00 -0.01 0.101
H -3.739681 3.097207 4.640190 -0.03 -0.02 0.00 0.104
H -5.177240 2.617034 6.614602 -0.07 -0.07 -0.09 0.061
H -6.962432 4.255016 7.213928 0.03 -0.06 0.02 0.097
```
Positions in Å, forces in eV/Å.

For the energy, the calculation gives -82790.2804 eV. The calculation puts the HOMO energy at -5.613 eV. Its charge is -1. Its spin multiplicity is 1. For the relative energy (zero: lowest compared OMol25 entry of this formula, charge and spin), the calculation gives 0.0 kcal/mol.


Entry 2:
A molecular structure, C42H45BN9O2PdS at a distorted geometry. Source: OMol25; level of theory: ωB97M-V with the def2-TZVPD basis set.

```
101
Properties=species:S:1:pos:R:3:forces:R:3:lowdin_charge:R:1
Pd 0.287622 0.444500 -0.840869 -0.35 -0.18 -1.06 0.246
C -5.557451 1.607018 -1.016056 0.13 -0.08 0.03 -0.038
C -4.106588 1.913317 -1.195790 0.11 0.08 0.07 -0.280
C -3.508679 3.039859 -1.716016 0.05 0.07 -0.09 0.014
C -2.115911 2.788666 -1.639504 -0.41 -0.34 0.16 -0.240
N -1.917462 1.596727 -1.103359 0.32 0.28 0.23 0.078
N -3.117821 1.060254 -0.824345 -0.20 0.10 -0.05 0.022
B -3.241184 -0.343079 -0.167437 0.68 0.42 -0.25 -0.453
N -2.643569 -0.222576 1.281471 -0.19 -0.25 0.16 0.031
N -1.712682 0.689447 1.575625 0.21 0.54 0.18 0.107
C -1.665945 0.813328 2.898571 -0.18 -0.42 -0.39 -0.269
C -2.577708 -0.085520 3.489400 -0.02 -0.02 0.06 0.008
C -3.186173 -0.714605 2.423725 -0.06 -0.19 0.14 -0.289
C -4.238127 -1.774557 2.446030 0.09 0.11 -0.09 -0.032
C -0.789717 1.812280 3.517347 0.15 0.03 -0.06 -0.169
C -0.681261 1.927974 4.902380 0.04 -0.03 -0.03 -0.048
C 0.138746 2.895303 5.465620 0.02 0.02 -0.01 -0.108
C 0.861359 3.754557 4.650880 0.05 0.07 0.10 -0.115
C 0.759604 3.645967 3.268727 0.08 0.00 0.04 -0.085
C -0.056856 2.682990 2.703746 0.01 -0.09 0.00 -0.027
N -2.544063 -1.341492 -1.147804 0.03 -0.24 0.18 0.033
N -1.553384 -0.897450 -1.943254 0.08 -0.18 -0.87 0.078
C -1.432290 -1.747269 -2.960845 -0.34 -0.01 0.66 -0.259
C -2.329647 -2.822076 -2.773893 0.00 -0.02 -0.19 0.015
C -3.021929 -2.520131 -1.626552 -0.08 -0.08 0.04 -0.285
C -4.101664 -3.304995 -0.956566 0.06 0.14 0.01 -0.032
C -0.546202 -1.472736 -4.100989 0.10 0.10 -0.01 -0.176
C 0.216863 -0.303182 -4.161331 -0.15 -0.08 0.00 -0.054
C 1.038599 -0.051874 -5.247810 0.08 0.03 -0.01 -0.095
C 1.111902 -0.955696 -6.298574 0.05 -0.02 -0.01 -0.112
C 0.346774 -2.112253 -6.253599 0.01 -0.02 -0.08 -0.098
C -0.476897 -2.364469 -5.169752 0.00 -0.03 0.11 -0.037
C -0.982045 3.627969 -2.053363 0.23 0.01 -0.02 -0.152
C 0.342567 3.192119 -1.903310 -0.19 -0.04 0.00 -0.044
C 1.397944 3.997591 -2.295501 0.08 0.03 -0.01 -0.081
C 1.159404 5.250693 -2.845884 0.00 0.06 -0.01 -0.112
C -0.146444 5.692630 -2.998903 0.02 0.04 -0.02 -0.108
C -1.205448 4.888492 -2.607773 -0.01 -0.07 0.04 -0.048
H -6.159342 2.436026 -1.384604 0.00 0.01 0.00 0.071
H -5.790741 1.444256 0.037731 -0.06 0.00 -0.01 0.077
H -5.834613 0.702223 -1.559634 -0.05 0.01 0.00 0.076
H -4.011148 3.911194 -2.102190 -0.04 -0.01 -0.01 0.091
H -4.387423 -0.663822 -0.032974 -0.07 0.03 -0.12 0.098
H -2.786848 -0.244342 4.535196 -0.04 -0.01 -0.01 0.093
H -4.549497 -1.959636 3.472710 -0.02 -0.02 0.01 0.073
H -3.856449 -2.705937 2.023682 -0.08 -0.02 0.02 0.068
H -5.104388 -1.471718 1.856422 -0.04 -0.08 0.04 0.069
H -1.236787 1.253502 5.543696 -0.02 0.02 -0.02 0.100
H 0.210386 2.984951 6.543393 0.00 -0.03 -0.01 0.093
H 1.497020 4.510773 5.095905 0.00 0.01 -0.03 0.091
H 1.320397 4.320562 2.632865 -0.01 -0.03 -0.03 0.103
H -0.142206 2.581008 1.628032 -0.02 0.01 -0.02 0.104
H -2.462566 -3.698107 -3.386911 -0.04 0.00 0.00 0.097
H -4.425324 -4.116085 -1.606668 0.00 -0.02 0.00 0.074
H -4.959048 -2.670048 -0.729388 -0.03 -0.07 0.03 0.065
H -3.746338 -3.737729 -0.018496 -0.06 -0.02 -0.01 0.068
H 0.155204 0.406146 -3.344434 -0.02 0.04 0.02 0.078
H 1.633439 0.854022 -5.272140 -0.04 0.02 0.02 0.103
H 1.763316 -0.766005 -7.143303 -0.02 0.02 0.00 0.090
H 0.399111 -2.821675 -7.071257 -0.02 -0.02 0.02 0.093
H -1.063155 -3.274051 -5.137603 0.02 -0.01 -0.02 0.102
H 0.552914 2.196852 -1.458916 0.02 0.77 -0.24 0.030
H 2.415918 3.647571 -2.165881 -0.03 -0.05 0.03 0.101
H 1.985267 5.880788 -3.153565 0.01 -0.01 0.01 0.091
H -0.342486 6.670042 -3.424056 0.00 0.00 -0.01 0.091
H -2.221252 5.243192 -2.732303 -0.01 0.00 0.01 0.098
C 3.558214 -4.533622 3.622835 -0.05 0.07 -0.07 -0.060
C 3.145856 -3.866365 2.337046 0.04 -0.04 0.03 -0.289
C 1.897009 -4.119914 1.770994 0.05 0.08 -0.07 -0.042
C 1.518485 -3.495347 0.596666 -0.07 -0.06 -0.07 -0.082
C 2.374918 -2.601203 -0.033999 -0.06 0.17 0.00 -0.365
C 3.623113 -2.353131 0.507684 0.05 0.08 -0.07 -0.087
C 4.001604 -2.988810 1.683652 -0.03 -0.03 0.07 -0.056
S 1.659230 -1.829266 -1.519333 1.11 -0.24 0.12 0.888
C 3.226364 -1.335037 -2.299721 -0.30 0.16 0.24 -0.213
O 1.211237 -3.027623 -2.267600 -0.43 -0.26 -0.38 -0.489
H 3.208292 -5.565830 3.651804 0.05 -0.02 0.03 0.074
H 3.131958 -4.018746 4.487625 0.01 0.00 0.01 0.076
H 4.643066 -4.524391 3.725893 0.00 -0.05 0.06 0.071
H 1.218069 -4.810409 2.258812 -0.01 -0.01 -0.01 0.111
H 0.551798 -3.688114 0.145550 -0.01 -0.04 0.04 0.113
H 4.307982 -1.657225 0.039899 -0.03 0.00 -0.02 0.103
H 4.984518 -2.796417 2.101489 0.01 0.00 -0.01 0.109
H 3.967717 -2.126115 -2.203965 -0.06 -0.05 0.00 0.056
H 3.552054 -0.400147 -1.843320 0.06 0.02 -0.04 0.037
H 2.973286 -1.179087 -3.344929 -0.06 0.06 -0.06 0.039
C 2.972453 -0.180504 3.819738 0.04 -0.04 -0.08 -0.029
N 3.095336 0.368909 2.498813 -0.16 0.02 0.04 -0.093
C 4.214541 1.150586 2.042218 0.01 0.05 -0.21 -0.049
C 3.832496 1.388501 0.555930 0.21 -0.09 0.35 -0.499
O 4.547989 1.970011 -0.237643 -0.05 0.03 0.04 0.021
N 2.626730 0.807833 0.329901 -0.32 -0.06 -0.22 0.143
C 2.240385 0.205923 1.461342 0.36 -0.05 0.22 -0.452
N 1.153208 -0.541795 1.485692 -0.20 0.44 0.41 0.179
H 3.652882 -1.027986 3.963478 -0.02 0.02 0.04 0.078
H 1.953985 -0.528699 3.980348 0.00 0.03 0.07 0.082
H 3.187795 0.586711 4.565806 -0.02 -0.01 0.02 0.089
H 5.158401 0.601708 2.115620 0.01 0.05 -0.03 0.125
H 4.306879 2.102013 2.573489 0.01 -0.02 0.01 0.126
H 0.484027 -0.300180 0.663597 0.00 -0.57 0.88 0.009
H 0.760526 -0.887902 2.344839 0.02 0.10 0.06 0.103
```
Positions in Å, forces in eV/Å.

For the energy, the calculation gives -76785.7225 eV. The calculation puts the HOMO energy at -3.566 eV. Its charge is -1. Its spin multiplicity is 1. For the relative energy (zero: lowest compared OMol25 entry of this formula, charge and spin), the calculation gives 24.3 kcal/mol.